Density functional theory data (the ωB97M-V functional and the def2-TZVPD basis) for 4 unconnected molecules or ions with the total composition C17H20F3NO13.

Computed properties:
HOMO level in Ha: -0.3465
E_tot in eV: -54206.7141
Frontier orbital gap in eV: 7.87
Total charge: 0
SMILES string: NCCC1=C(CCO)C(=O)OC1=O.O=C1OC[C@@H](F)O1.O=C1OC[C@@H](F)O1.O=C1OC[C@@H](F)O1

Structure (XYZ):
```
54
Properties=species:S:1:pos:R:3:forces:R:3
N 1.862114 1.849973 0.946037 -1.1 -0.5 -1.1
C 1.511890 0.637134 0.065711 -0.1 1.0 -1.0
C 2.872666 -0.211875 -0.274077 -0.7 -0.6 -0.6
C 3.033188 -1.626054 0.539564 4.4 -2.6 2.5
C 4.345168 -2.134649 1.109136 -3.0 1.1 -1.7
C 5.780863 -1.286831 1.016571 -0.2 -0.4 1.5
C 5.629646 -0.072935 2.150858 -1.4 -0.6 -1.0
O 5.396325 -0.773623 3.440021 -1.1 2.3 -0.6
C 4.116541 -3.617530 1.816879 4.0 -0.6 2.2
O 5.028669 -4.307768 2.545439 -7.2 4.4 -5.4
O 2.699338 -3.980805 1.513764 0.6 2.5 0.0
C 1.970667 -2.811039 0.931889 -4.0 2.2 -1.9
O 0.641413 -2.686664 0.690898 8.9 -1.8 2.0
H 1.130534 1.944761 1.691985 1.1 0.0 -1.2
H 1.833595 2.688014 0.308741 -0.1 -1.2 1.2
H 1.147277 1.109558 -0.964315 0.6 -1.5 2.0
H 0.632282 0.011932 0.517874 1.9 1.0 -0.9
H 2.854345 -0.481755 -1.431056 0.0 0.4 2.4
H 3.780382 0.537218 -0.130763 -1.8 -2.0 0.0
H 6.701679 -1.952746 1.360697 -2.2 1.2 -0.8
H 6.010870 -0.886780 -0.059008 -0.8 -0.8 2.1
H 6.547101 0.656774 2.164138 -1.7 -1.6 0.1
H 4.626623 0.499574 1.880741 2.3 -0.9 0.5
H 4.660935 -0.251984 3.912338 1.8 -1.2 -1.1
O -2.782992 0.220076 -2.955599 0.0 -2.3 1.4
C -2.745453 -0.815649 -2.312380 0.2 2.8 -1.1
O -1.928142 -1.020181 -1.234583 -0.6 0.4 -1.2
C -2.280726 -2.280053 -0.699461 0.7 -0.5 1.1
C -2.901981 -2.965363 -1.868260 -0.5 -0.7 0.1
F -3.870443 -3.819378 -1.467758 -0.1 -0.3 -0.1
O -3.506688 -1.912561 -2.584374 0.7 0.5 0.0
H -2.981356 -2.138680 0.130310 -0.1 -0.2 -0.2
H -1.398881 -2.808803 -0.327755 -0.1 0.3 -0.1
H -2.187936 -3.487466 -2.514067 -0.2 -0.1 0.0
O 0.673349 1.756533 3.459462 -0.9 2.1 1.9
C 0.338235 2.722769 4.124260 1.0 -2.2 -1.2
O 0.605241 2.865992 5.458303 -0.2 -0.4 -1.2
C 0.172612 4.163486 5.815076 0.3 0.4 1.2
C -0.841931 4.465931 4.765824 -0.3 0.9 -0.3
F -0.871583 5.789252 4.490859 -0.2 0.1 -0.1
O -0.354319 3.787367 3.630629 0.2 -0.9 0.5
H 1.025481 4.850058 5.790132 -0.2 0.1 -0.2
H -0.254742 4.171367 6.821406 0.1 -0.2 -0.2
H -1.850948 4.111237 5.001608 0.0 0.2 -0.1
O -7.885292 1.413639 -6.490347 2.3 -1.7 0.6
C -6.904842 0.727631 -6.253747 -2.8 1.6 -0.5
O -6.873083 -0.267503 -5.315571 -0.2 0.9 -0.6
C -5.614609 -0.897998 -5.444682 0.2 -1.0 0.8
C -4.784561 0.164196 -6.080654 0.7 0.0 -0.3
F -3.841539 -0.377019 -6.884057 0.3 0.0 -0.1
O -5.705590 0.864112 -6.886077 -0.6 0.0 0.7
H -5.717710 -1.788538 -6.073728 0.2 0.2 -0.1
H -5.225957 -1.201001 -4.468706 -0.2 0.1 -0.1
H -4.317723 0.854651 -5.370123 0.1 -0.1 -0.1
```
Forces are in eV/Å.

Atom charges from the natural (NBO) analysis, given in e for atoms 1 to 8:
1 N -0.89
2 C -0.23
3 C -0.46
4 C -0.08
5 C -0.03
6 C -0.47
7 C -0.08
8 O -0.74